--- one ---
DFT (ωB97M-V with the def2-TZVPD basis set) results for a 3-piece molecular cluster, C3H12O4 overall.

Last column: natural (NBO) charge in e.
Cartesian coordinates (Å):
O1 0.2906 0.2322 -2.6037  -0.723
C1 -0.3694 -0.3644 -1.4169  -0.064
C2 0.1663 0.3158 -0.1428  -0.464
C3 0.2645 -0.5363 1.1771  -0.044
O2 0.0843 0.2293 2.4549  -0.757
H1 1.2891 0.2079 -2.4708  0.463
H2 -0.3333 -1.5230 -1.2890  0.171
H3 -1.5070 -0.1142 -1.6695  0.187
H4 -0.4695 1.1239 0.1729  0.209
H5 1.1366 0.6873 -0.3175  0.207
H6 1.1644 -1.0183 1.2692  0.174
H7 -0.4089 -1.4613 1.1700  0.166
H8 -0.1853 1.1190 2.4428  0.474
O3 -3.9716 0.6356 -4.3705  -0.953
H9 -3.6281 -0.2490 -4.3657  0.479
H10 -3.9450 1.0877 -3.5492  0.475
O4 3.5900 -0.6101 4.6665  -0.929
H11 3.0427 0.0420 4.1907  0.468
H12 3.5286 -0.2882 5.5346  0.461

- LUMO: 0.5801 eV
- Orbital gap: 0.4116 Eh
- SMILES string: OCCCO.O.O
- E_HOMO: -10.62 eV

---

--- two ---
DFT (ωB97M-V with the def2-TZVPD basis set) results for a 5-piece molecular cluster, C3H12O4 overall.

Last column: natural (NBO) charge in e.
Cartesian coordinates (Å):
C1 1.5771 0.4737 -1.2267  -0.085
O1 2.4104 0.2240 -0.1960  -0.556
C2 0.0892 0.3675 -0.8254  -0.050
C3 -0.9230 0.0634 -1.6375  -0.218
H1 1.6107 1.4863 -1.6581  0.179
H2 1.6684 -0.2236 -2.0861  0.227
H3 -1.8552 -2.2280 0.8435  -0.024
H4 -0.1572 0.5547 0.2142  0.272
H5 -1.9374 0.2884 -1.2229  0.342
H6 -0.8590 -0.2746 -2.6677  0.242
H7 1.8673 -0.6914 0.7527  0.483
H8 1.8609 -1.3601 2.2366  0.476
O2 1.3262 -1.2238 1.4493  -1.012
H9 0.4004 0.4341 1.6134  0.495
H10 -1.2788 -1.8447 1.1146  0.020
O3 0.0452 1.3426 1.6246  -0.879
H11 -2.9526 0.7975 0.4338  0.475
H12 -0.8126 1.2336 1.1575  0.478
O4 -2.0798 0.5803 0.0803  -0.866

- LUMO: -4.3379 eV
- Orbital gap: 0.1934 Eh
- E_HOMO: -9.60 eV

---

Q: Which of them is the most stable? A: one.